[1]
Computed, not measured: an isolated molecule of C3H7NO, with wB97M-V/def2-TZVPD.

```
12
Properties=species:S:1:pos:R:3:forces:R:3
C 0.9724 2.0709 -0.1931 0.10 -0.27 0.51
C 0.5398 0.6387 0.0220 0.18 0.27 0.31
N -0.6470 0.3247 -0.2978 0.35 -0.38 -0.05
O -1.0444 -0.9922 -0.1466 -0.49 0.10 -0.16
C -0.1526 -1.8946 0.4484 0.60 0.23 0.69
H 0.4428 2.7604 0.4929 0.40 -0.36 -0.29
H 2.0661 2.1311 -0.0421 -0.60 0.24 -0.12
H 0.7064 2.3367 -1.2073 0.12 0.30 -0.21
H 1.2768 -0.0467 0.4582 -0.35 0.12 -0.23
H 0.7492 -2.0655 -0.1505 -0.12 -0.07 -0.12
H 0.1757 -1.5207 1.4319 -0.07 -0.13 -0.10
H -0.6910 -2.8215 0.6105 -0.12 -0.03 -0.22
```
Forces are in eV/Å.

Summary:
frontier orbital gap: 0.390 Eh
E_LUMO: 1.0 eV

***

[2]
Computed, not measured: an isolated molecule of C3H7NO, with wB97M-V/def2-TZVPD.

```
12
Properties=species:S:1:pos:R:3:forces:R:3
C -1.4393 -0.7431 -1.2007 -0.32 -0.06 -0.21
N -0.3945 -0.6374 -0.2002 0.34 0.63 -0.02
C 0.5824 0.0739 -0.5637 -0.37 -0.04 -0.01
O 1.4198 0.6977 0.2649 0.25 -0.21 -0.08
C 1.0993 0.6383 1.6542 0.11 -0.02 0.30
H -1.5346 0.2136 -1.7280 -0.16 -0.24 -0.13
H -1.3003 -1.5383 -1.9407 0.05 -0.06 0.18
H -2.3739 -0.9090 -0.6640 -0.03 -0.13 -0.23
H 0.8297 0.3124 -1.6034 -0.07 0.15 0.07
H 0.1550 0.1187 1.8235 0.19 0.08 -0.07
H 1.9167 0.1076 2.1370 -0.07 0.02 0.21
H 1.0395 1.6655 2.0211 0.09 -0.13 -0.03
```
Forces are in eV/Å.

Summary:
frontier orbital gap: 0.386 Eh
E_LUMO: 1.1 eV

***

[3]
Computed, not measured: a cluster of 2 separate species, C3H7NO in total, with wB97M-V/def2-TZVPD.

```
12
Properties=species:S:1:pos:R:3:forces:R:3
N -1.1980 -0.4488 -1.2257 0.42 -0.04 -0.47
C -2.3110 0.3125 -1.0797 -0.04 -0.35 0.18
O -3.0797 0.2805 -0.1531 -0.06 -0.08 0.17
H -0.9434 -1.2339 -0.6502 -0.31 0.18 0.32
H -0.6593 -0.3262 -2.0644 0.00 -0.03 -0.03
H -2.4533 0.9713 -1.9414 -0.01 0.32 -0.17
C 2.9674 0.5753 1.4867 0.40 0.25 0.46
C 3.3768 -0.6166 1.0803 -0.29 0.51 0.35
H 3.3878 1.0020 2.4003 -0.11 -0.10 -0.23
H 2.2599 1.2133 0.9809 -0.20 -0.17 -0.24
H 4.1060 -1.1242 1.6878 0.14 -0.36 -0.09
H 2.9778 -1.0975 0.2058 0.04 -0.15 -0.25
```
Forces are in eV/Å.

Summary:
frontier orbital gap: 0.399 Eh
E_LUMO: 0.7 eV

***

[4]
Computed, not measured: an isolated molecule of C3H7NO in a non-equilibrium geometry, with wB97M-V/def2-TZVPD.

```
12
Properties=species:S:1:pos:R:3:forces:R:3
C 0.0453 -0.3951 1.8179 1.87 -1.35 4.24
N 0.5899 0.6890 1.5000 0.31 0.61 1.34
O 0.2366 1.3036 0.3853 0.43 0.56 -0.73
C -0.5222 0.5533 -0.4987 -1.62 -0.70 -1.07
C 0.3263 -0.2790 -1.4276 2.37 2.39 0.04
H 0.4416 -0.6003 2.9364 -1.30 -0.37 -2.78
H -0.5858 -1.0814 1.2700 0.00 0.06 0.27
H -1.2463 -0.1940 0.0016 0.56 1.93 -0.78
H -1.0049 1.3815 -1.0101 -0.76 -0.53 -0.44
H 1.0564 0.3881 -2.0309 -1.08 -1.05 1.09
H 0.8981 -0.9587 -0.8235 0.48 -0.47 0.06
H -0.2349 -0.8070 -2.1204 -1.26 -1.09 -1.24
```
Forces are in eV/Å.

Summary:
frontier orbital gap: 0.400 Eh
E_LUMO: 1.0 eV

***

[5]
Computed, not measured: an isolated molecule of C3H7NO in a non-equilibrium geometry, with wB97M-V/def2-TZVPD.

```
12
Properties=species:S:1:pos:R:3:forces:R:3
C -1.3168 -1.2063 0.8449 -1.85 0.54 -1.03
N -0.8832 -0.2463 -0.2012 1.35 -1.34 1.57
C 0.3797 0.3349 -0.3989 -1.67 4.33 -1.57
C 1.5481 0.1135 0.5119 -1.73 -1.27 2.45
O 0.4124 1.3363 -1.1636 0.25 -2.61 0.81
H -0.9767 -1.1192 1.8569 0.61 0.93 0.39
H -1.1035 -2.2323 0.5923 -0.13 -0.50 -0.39
H -2.4515 -1.0262 0.8736 1.59 -0.69 0.17
H -1.5976 -0.2432 -0.9126 0.71 0.84 -0.41
H 2.3806 0.7859 0.4862 0.31 0.24 -1.18
H 1.1554 0.3668 1.5533 0.20 -0.71 -0.99
H 1.8099 -0.9498 0.5197 0.35 0.24 0.17
```
Forces are in eV/Å.

Summary:
frontier orbital gap: 0.376 Eh
E_LUMO: 0.8 eV

***

[6]
Computed, not measured: a cluster of 2 separate species, C3H7NO in total in a non-equilibrium geometry, with wB97M-V/def2-TZVPD.

```
12
Properties=species:S:1:pos:R:3:forces:R:3
C 0.4511 0.4228 -1.0621 1.12 -0.72 0.14
C 1.1232 -0.4353 -0.2954 0.03 -0.09 1.15
N 2.2132 -0.0912 0.5252 -0.19 0.78 -0.12
H 0.9226 1.3920 -1.1664 -0.59 0.30 -0.27
H -0.3629 0.0455 -1.6539 -0.08 0.33 -0.25
H 0.8471 -1.4663 -0.1160 -0.32 -0.06 -0.49
H 2.1583 0.8867 0.8013 0.30 -0.21 -0.18
H 2.3023 -0.6425 1.3640 -0.08 -0.24 -0.12
C -2.4383 -0.0332 0.3739 0.08 0.56 0.88
O -1.7485 -0.9305 0.7503 0.23 -0.78 -0.25
H -2.4897 0.3118 -0.6658 -0.10 -0.12 -0.21
H -2.9783 0.5401 1.1449 -0.40 0.25 -0.28
```
Forces are in eV/Å.

Summary:
frontier orbital gap: 0.340 Eh
E_LUMO: 0.9 eV

***

[7]
Computed, not measured: an isolated molecule of C3H7NO, with wB97M-V/def2-TZVPD.

```
12
Properties=species:S:1:pos:R:3:forces:R:3
C -1.7044 -0.4973 0.0987 -0.12 -0.11 0.00
O -0.6729 0.4443 0.4269 0.05 0.16 -0.14
C 0.8165 -0.0684 0.2047 0.07 -0.29 -0.06
C 1.3122 1.0979 -0.4283 0.33 -0.08 0.02
N 0.9489 -1.2878 0.4558 0.05 0.47 -0.10
H -1.7412 -0.6529 -0.9846 0.02 0.02 0.16
H -1.4506 -1.4323 0.5994 -0.08 0.11 -0.07
H -2.6483 -0.0915 0.4645 0.12 -0.08 -0.05
H -0.3202 1.1000 -0.3941 -0.17 -0.09 0.22
H 2.2006 0.9717 -1.0426 -0.12 0.00 0.12
H 1.3354 1.9836 0.2093 -0.09 -0.11 -0.09
H 1.9239 -1.5674 0.3904 -0.07 0.01 0.00
```
Forces are in eV/Å.

Summary:
frontier orbital gap: 0.332 Eh
E_LUMO: 0.9 eV

***

[8]
Computed, not measured: a cluster of 2 separate species, C3H7NO in total in a non-equilibrium geometry, with wB97M-V/def2-TZVPD.

```
12
Properties=species:S:1:pos:R:3:forces:R:3
O 1.9522 0.5713 0.3348 -0.17 0.64 0.49
C 1.2140 -0.3626 -0.3011 -0.36 -1.25 1.17
C -0.2351 -0.1620 -0.6365 0.05 -0.01 -0.04
C -1.2790 -0.0801 0.4008 -0.15 -0.20 0.06
N -0.7641 1.1342 -0.1979 -0.18 0.29 -0.14
H 1.5354 0.4106 1.2023 0.88 1.46 -0.13
H 0.9564 -1.0649 1.3491 0.20 -0.64 -2.73
H 1.7624 -0.6912 -1.2197 -0.27 -0.60 1.09
H -0.5356 -0.5697 -1.6034 0.12 0.19 0.16
H -0.9213 -0.2878 1.4125 -0.21 0.09 -0.14
H -2.2847 -0.4094 0.1519 0.12 0.02 0.08
H -1.4007 1.5115 -0.8929 -0.02 0.00 0.12
```
Forces are in eV/Å.

Summary:
frontier orbital gap: 0.326 Eh
E_LUMO: 0.0 eV

***

[9]
Computed, not measured: a structure of composition C3H7NO, with wB97M-V/def2-TZVPD.

```
12
Properties=species:S:1:pos:R:3:forces:R:3
C 0.6864 1.5580 0.2024 0.32 -0.03 -0.09
O -0.6888 1.4947 0.5920 -0.19 -0.13 0.03
C -1.4367 0.4170 0.3499 0.25 0.05 -0.15
N -1.0763 -0.7529 -0.1382 -0.17 0.38 0.08
C 0.1587 -1.4595 -0.4952 0.19 -0.10 -0.05
H 1.2959 0.8355 0.7523 -0.10 0.08 -0.07
H 0.7999 1.4030 -0.8752 -0.04 -0.01 0.15
H 1.0134 2.5688 0.4542 -0.03 -0.19 -0.05
H -2.1674 -0.6344 0.4250 -0.10 -0.26 0.08
H -0.1137 -2.4992 -0.6959 0.08 0.19 0.03
H 0.5944 -1.0465 -1.4110 -0.05 -0.02 0.16
H 0.9124 -1.4522 0.2996 -0.15 0.06 -0.10
```
Forces are in eV/Å.

Summary:
frontier orbital gap: 0.341 Eh
E_LUMO: 0.9 eV

***

[10]
Computed, not measured: a cluster of 2 separate species, C3H7NO in total in a non-equilibrium geometry, with wB97M-V/def2-TZVPD.

```
12
Properties=species:S:1:pos:R:3:forces:R:3
C 0.2108 1.2172 -0.0690 1.24 1.16 1.09
C -0.8066 1.3484 -0.9099 -0.89 1.14 0.66
C -1.4836 0.0650 -1.1348 -1.13 -0.82 -0.20
O -1.0533 -1.0710 -1.0316 -0.01 1.17 -0.26
H 0.6731 2.0434 0.5136 -0.43 -0.29 -0.79
H 0.6624 0.2553 0.1895 -0.36 0.38 -0.54
H -1.4332 2.3278 -1.0542 1.52 -1.99 0.06
H -2.5737 0.2390 -1.2653 -0.02 -0.38 -0.26
N 1.5817 -1.3420 1.0659 1.37 -1.95 -0.81
H 1.3388 -2.1257 0.4295 0.16 0.83 0.18
H 2.1590 -1.8197 1.7649 -0.14 0.44 -0.06
H 0.7245 -1.1375 1.5015 -1.31 0.29 0.92
```
Forces are in eV/Å.

Summary:
frontier orbital gap: 0.374 Eh
E_LUMO: 0.3 eV

***

[11]
Computed, not measured: a cluster of 3 separate species, C3H7NO2 in total in a non-equilibrium geometry, with wB97M-V/def2-TZVPD.

```
13
Properties=species:S:1:pos:R:3:forces:R:3
C 0.5261 1.4275 -0.3876 1.94 -1.71 -1.90
C 0.1430 -0.0703 -0.3322 1.42 2.79 2.18
C -0.8607 -0.4387 -1.0471 -0.13 -1.40 -2.15
N -2.9790 -0.1476 0.1152 -2.20 0.60 3.29
O -2.8846 0.5640 1.2138 0.07 -1.46 -2.66
O -3.9163 -1.0042 0.1349 1.43 1.07 -0.36
H 0.5299 1.6353 -1.5085 0.37 0.29 1.38
H -0.3486 1.8668 0.0022 -0.51 1.35 1.00
H 1.5506 1.6552 0.0916 -1.86 -0.04 -0.67
H 0.2932 -0.5085 0.6409 0.52 -0.73 -0.03
H 10.3563 -3.6614 3.9697 0.07 -0.02 0.02
H -1.2126 0.1079 -1.8937 -0.21 0.50 -0.40
H -1.1973 -1.4261 -0.9992 -0.92 -1.25 0.29
```
Forces are in eV/Å.

Summary:
frontier orbital gap: 0.142 Eh
total charge: -2
E_LUMO: 5.5 eV

***

[12]
Computed, not measured: an isolated molecule of C3H7NO2 in a non-equilibrium geometry, with wB97M-V/def2-TZVPD.

```
13
Properties=species:S:1:pos:R:3:forces:R:3
C -0.3567 1.1279 0.5351 2.87 -1.15 0.56
C -0.0817 0.1487 -0.6264 0.00 0.89 1.81
N -0.9072 -0.9560 -0.3264 -3.57 -1.55 -0.20
C 1.2671 -0.2904 -0.2500 4.37 1.97 1.32
O 2.2368 0.4506 -0.3374 -0.81 -1.08 -0.52
O 1.2752 -1.3798 0.5294 3.11 1.13 -0.31
H -1.1330 1.7550 0.3107 -2.98 0.81 0.02
H 0.4443 1.8577 0.4641 0.56 -0.17 0.84
H -0.3293 0.4728 1.4844 -0.29 1.79 -1.13
H -0.0364 0.7552 -1.5095 -0.68 -0.45 -1.04
H -1.4069 -1.4753 -1.0613 0.17 0.74 0.73
H -1.4293 -0.7898 0.5811 0.32 -0.63 -2.17
H 0.4571 -1.6766 0.2061 -3.07 -2.31 0.08
```
Forces are in eV/Å.

Summary:
frontier orbital gap: 0.377 Eh
E_LUMO: 0.7 eV

***

| no. | HOMO level (eV) |
| --- | --- |
| 1 | -9.61 |
| 2 | -9.37 |
| 3 | -10.13 |
| 4 | -9.85 |
| 5 | -9.40 |
| 6 | -8.31 |
| 7 | -8.09 |
| 8 | -8.86 |
| 9 | -8.42 |
| 10 | -9.86 |
| 11 | 1.68 |
| 12 | -9.57 |